[1]
This record from the OMol25 dataset describes a structure of composition C32H23IN6O2SSeSn. The level of theory is the ωB97M-V functional and the def2-TZVPD basis.

## Properties
energy above the lowest of the compared OMol25 structures with the same formula, charge and spin: 184.20 kJ/mol
orbital gap (alpha / beta): 0.240 / 0.163 Eh
E_LUMO (alpha / beta): -6.88 / -8.46 eV

Geometry as ORCA input:
```
! RIJCOSX wB97M-V def2-TZVPD def2/J DEFGRID3
* xyz 2 1
C -2.44 -3.09 -2.58
Se -3.86 -6.52 0.25
H 0.83 1.98 6.91
H 2.65 -0.74 -4.38
C 3.09 -0.18 0.17
C 2.30 -0.04 -1.02
C -2.31 -3.23 1.71
C 4.62 -1.46 -1.16
H 2.05 -0.08 6.26
C -1.99 -1.94 -3.20
C -1.85 4.71 -5.06
C 0.65 2.27 3.55
H -0.05 3.49 5.17
C -1.51 -0.91 -2.40
C -4.02 5.09 -4.03
C -2.40 -3.19 -1.19
H 6.32 0.51 1.38
C -1.88 -2.11 -0.46
H -1.17 0.02 -2.84
H -0.86 -0.15 3.41
H 3.49 0.49 2.18
H 1.14 -1.05 -3.50
O 5.60 0.10 1.88
H 5.52 -2.06 -1.24
C -2.85 -4.37 0.98
C 2.81 -0.63 -2.27
H -0.39 3.73 -3.83
I -0.10 3.61 2.13
H -2.84 -3.92 -3.15
O 1.22 0.60 -1.06
C 2.04 -0.44 -3.53
C -2.88 -4.35 -0.46
H -1.70 -2.01 4.81
C -3.58 4.50 -2.87
H -2.64 -4.04 3.67
C -1.81 -2.14 1.00
C 4.27 -0.88 0.09
C 2.68 0.40 1.46
H -2.03 -1.83 -4.27
N -3.32 -5.44 1.55
H 2.33 -0.63 3.88
C 0.98 1.74 5.87
H -5.02 5.48 -4.10
C -2.26 -3.20 3.11
C 5.20 -1.10 1.27
Sn -0.59 0.90 0.24
C -2.26 3.99 -2.79
C 1.34 1.13 3.16
C -1.40 4.11 -3.90
S -1.73 3.28 -1.34
H -3.50 5.68 -6.03
H 1.72 0.60 -3.63
C 1.66 0.59 5.50
H 4.67 -1.68 2.03
N -1.44 -1.00 -1.08
N -3.39 -5.41 -1.03
N -1.29 -1.07 1.62
N 3.92 -1.32 -2.29
H 6.06 -1.70 0.95
C -3.16 5.20 -5.12
H -4.23 4.41 -2.01
C 0.47 2.58 4.89
C 1.84 0.29 4.16
C -1.74 -2.09 3.74
H -1.19 4.81 -5.91
C -1.26 -1.04 2.95
N 1.50 0.76 1.79
*
```

[2]
This record from the OMol25 dataset describes the molecule C10H14ClOP at a distorted geometry. The level of theory is the ωB97M-V functional and the def2-TZVPD basis.

## Properties
energy above the lowest of the compared OMol25 structures with the same formula, charge and spin: 357.65 kJ/mol
orbital gap: 0.320 Eh
SMILES: CC(C)(C)[P@@](=O)(Cl)c1ccccc1
E_LUMO: -0.13 eV

Geometry as ORCA input:
```
! RIJCOSX wB97M-V def2-TZVPD def2/J DEFGRID3
* xyz 0 1
C 1.24 -0.85 0.11
P -0.55 -1.24 0.24
H -3.31 -0.88 -0.85
C 3.14 0.23 1.03
H -0.86 0.42 -2.00
H 1.22 -0.23 2.12
H 3.72 -0.51 -2.21
H 1.49 -1.33 -2.05
C -1.56 0.97 -1.34
H -2.21 0.92 2.07
H -1.14 1.97 -1.17
H -2.50 1.13 -1.87
C 3.84 0.02 -0.18
O -0.90 -1.85 2.23
C -3.18 -0.32 0.09
C -1.56 1.20 1.16
H -3.97 0.46 0.17
C 3.23 -0.58 -1.22
C 1.89 -1.01 -1.11
H -0.44 1.20 1.28
C 1.83 -0.21 1.19
H -3.30 -1.01 0.94
H 4.88 0.36 -0.20
H -1.93 2.27 0.97
C -1.76 0.23 0.06
Cl -0.84 -2.27 -1.37
H 3.53 0.89 1.91
*
```

[3]
This record from the OMol25 dataset describes the molecule C4H4ClNOS at a distorted geometry. The level of theory is the ωB97M-V functional and the def2-TZVPD basis.

## Properties
energy above the lowest of the compared OMol25 structures with the same formula, charge and spin: 263.51 kJ/mol
orbital gap: 0.369 Eh
SMILES: Sc1cnoc1CCl
E_LUMO: 0.50 eV

Geometry as ORCA input:
```
! RIJCOSX wB97M-V def2-TZVPD def2/J DEFGRID3
* xyz 0 1
H 2.17 -2.09 0.72
C -1.81 -0.27 0.43
O -0.44 1.64 -0.41
S 1.41 -2.00 -0.44
H -1.67 -1.18 1.05
Cl -3.21 -0.57 -0.61
H 2.69 1.07 -0.76
C 0.73 -0.29 -0.28
N 1.01 2.00 -0.36
C 1.71 0.94 -0.39
C -0.51 0.34 -0.13
H -2.07 0.41 1.16
*
```

[4]
This record from the OMol25 dataset describes a cluster of 2 separate species, C7H11NO4 in total at a distorted geometry. The level of theory is the ωB97M-V functional and the def2-TZVPD basis.

## Properties
energy above the lowest of the compared OMol25 structures with the same formula, charge and spin: 129.73 kJ/mol
orbital gap: 0.344 Eh
SMILES: C=C(C=O)OC.O=C1NCCO1
E_LUMO: 0.07 eV

Geometry as ORCA input:
```
! RIJCOSX wB97M-V def2-TZVPD def2/J DEFGRID3
* xyz 0 1
C -2.53 -1.53 0.30
C 2.18 0.02 -0.35
H 0.19 0.78 -0.80
H 1.74 1.91 0.65
H 5.00 -0.92 -0.46
H 4.26 -2.33 0.34
C -3.82 -0.83 0.79
O 2.95 -1.07 -0.53
C -2.55 0.74 -0.29
O -3.74 0.53 0.36
H -2.73 -2.36 -0.39
H -1.12 -0.55 -1.00
C 2.59 1.20 0.47
H -1.93 -1.91 1.14
C 0.97 0.01 -0.93
O 3.67 1.46 0.95
H -4.71 -1.29 0.37
H -3.91 -0.87 1.87
H 0.84 -0.77 -1.71
C 4.16 -1.24 0.17
H 4.22 -0.70 1.10
N -1.89 -0.44 -0.37
O -2.20 1.82 -0.71
*
```

[5]
This record from the OMol25 dataset describes a structure of composition C5H10InO6S at a distorted geometry. The level of theory is the ωB97M-V functional and the def2-TZVPD basis.

## Properties
energy above the lowest of the compared OMol25 structures with the same formula, charge and spin: 0.00 kJ/mol
orbital gap: 0.125 Eh
E_LUMO: -18.06 eV

Geometry as ORCA input:
```
! RIJCOSX wB97M-V def2-TZVPD def2/J DEFGRID3
* xyz 3 1
In -0.16 2.29 1.43
O -3.52 0.85 -1.09
C 3.96 -0.27 -0.35
C -0.83 0.50 -0.22
H -1.06 0.72 0.95
H -1.22 1.32 -0.82
H -1.54 -1.16 -1.41
O -4.37 -1.23 -0.18
C 1.69 0.72 0.59
O -3.15 0.36 1.27
H 1.50 2.00 0.75
C -1.67 -0.78 -0.39
O 2.94 0.76 0.37
O 4.43 -1.09 0.51
H 0.90 0.81 -1.43
H 1.41 0.23 1.56
H 3.85 -1.67 1.02
S -3.31 -0.13 -0.08
O 4.17 -0.01 -1.46
H 0.83 -0.79 -0.62
H -4.14 -2.17 -0.21
H -1.40 -1.57 0.32
C 0.68 0.29 -0.50
*
```

[6]
This record from the OMol25 dataset describes a cluster of 2 separate species, C4H8O3 in total. The level of theory is the ωB97M-V functional and the def2-TZVPD basis.

## Properties
energy above the lowest of the compared OMol25 structures with the same formula, charge and spin: 276.19 kJ/mol
orbital gap: 0.336 Eh
SMILES: CC(O)=C=O.CO
E_LUMO: 0.69 eV

Geometry as ORCA input:
```
! RIJCOSX wB97M-V def2-TZVPD def2/J DEFGRID3
* xyz 0 1
C 2.63 0.34 0.39
O 1.37 0.92 0.65
C -0.55 -1.29 0.12
H -0.56 1.22 -0.64
O 0.35 -1.90 0.57
H -3.01 -1.56 -1.26
H 1.07 0.59 1.51
C -1.60 -0.63 -0.35
C -1.56 0.80 -0.80
H 2.59 -0.75 0.39
H -1.81 0.88 -1.87
H -2.29 1.38 -0.24
O -2.81 -1.32 -0.35
H 2.93 0.68 -0.61
H 3.39 0.68 1.11
*
```

[7]
This record from the OMol25 dataset describes a structure of composition C8H11N4OPS at a distorted geometry. The level of theory is the ωB97M-V functional and the def2-TZVPD basis.

## Properties
orbital gap: 0.263 Eh
E_LUMO: -1.23 eV

Geometry as ORCA input:
```
! RIJCOSX wB97M-V def2-TZVPD def2/J DEFGRID3
* xyz 0 1
C 0.19 1.54 -0.57
C -0.23 -1.02 -0.60
H 2.24 0.73 -2.36
N -1.53 3.00 0.42
N -3.28 0.74 1.09
N 0.86 2.74 -0.78
O -2.92 -2.41 2.01
H -3.06 1.41 1.84
H -3.57 -0.11 1.61
H 2.21 -1.06 -1.99
H -2.09 -3.52 0.07
H 2.63 0.97 0.39
C -1.59 -0.88 0.07
H -3.95 -2.07 -0.16
H 4.24 -0.86 0.87
C -2.02 0.49 0.41
C 2.05 -0.03 -1.56
C -1.16 1.69 0.10
S -0.21 3.86 -0.11
H 0.16 -2.03 -0.86
H 4.04 0.73 -0.71
C 0.62 0.13 -0.90
H 2.66 -0.98 1.19
N 3.33 -1.03 0.41
P -2.70 -2.31 0.50
C 3.09 0.25 -0.36
*
```

[8]
This record from the OMol25 dataset describes a cluster of 11 separate species, C7H33O11 in total at a distorted geometry. The level of theory is the ωB97M-V functional and the def2-TZVPD basis.

## Properties
energy above the lowest of the compared OMol25 structures with the same formula, charge and spin: 313.55 kJ/mol
orbital gap: 0.196 Eh
E_LUMO: 2.53 eV

Geometry as ORCA input:
```
! RIJCOSX wB97M-V def2-TZVPD def2/J DEFGRID3
* xyz -1 1
O -3.73 -0.44 2.19
H 2.55 -1.16 -1.98
H 1.15 -4.88 0.14
H -1.43 3.04 2.04
O -1.44 -4.22 -0.34
H 1.00 -1.58 -0.06
H -2.71 3.35 -1.33
H -0.74 0.14 2.17
H -1.28 2.31 0.68
O -0.24 -3.12 3.42
O -3.03 2.47 -1.56
C 0.69 0.56 0.78
H -0.27 2.56 -3.02
H -0.81 0.00 -4.21
C 0.21 0.91 -1.85
H -0.03 0.16 -2.63
H -1.49 -3.73 -1.15
H -2.37 0.94 -2.65
C 0.27 0.42 2.08
O -1.58 3.18 1.10
H 1.18 4.28 0.73
H 1.62 0.11 3.79
C -2.12 1.98 -2.58
C 1.01 0.90 3.31
H -0.95 -0.25 -0.36
H -0.81 -4.03 0.36
C 0.01 0.34 -0.45
H 1.74 0.78 0.70
O 3.50 -1.33 -2.01
O 0.65 -2.51 -0.22
H -2.16 2.56 -3.48
H 1.31 1.06 -2.03
H 0.13 -2.51 -1.03
H 2.07 -3.76 -0.24
H -2.13 -0.63 -4.41
H 0.50 1.36 4.15
H -0.75 -2.91 2.64
H -3.00 -1.06 1.99
H 3.70 -1.32 -1.06
O 0.53 4.97 0.56
H 4.44 -1.12 1.27
C -0.66 2.15 -2.10
H -0.25 2.94 -1.47
O 2.09 -4.69 0.09
O -1.21 -0.74 -4.71
H 1.76 1.65 2.90
O 3.96 -0.35 0.99
H 0.34 -2.37 3.58
H -0.29 4.56 0.85
H 3.16 -0.10 1.44
H -4.05 -0.88 2.98
*
```

[9]
This record from the OMol25 dataset describes a cluster of 9 separate species, C54H57FN4O3S2 in total. The level of theory is the ωB97M-V functional and the def2-TZVPD basis.

## Properties
orbital gap: 0.335 Eh
SMILES: [H]/N=C\CN(CCSc1nnco1)S(=O)(=O)F.c1ccccc1.c1ccccc1.c1ccccc1.c1ccccc1.c1ccccc1.c1ccccc1.c1ccccc1.c1ccccc1
E_LUMO: 0.09 eV

Geometry as ORCA input:
```
! RIJCOSX wB97M-V def2-TZVPD def2/J DEFGRID3
* xyz 0 1
H -6.69 -4.64 0.95
H -4.43 -6.83 -1.43
H 7.62 -9.72 -2.38
H 0.85 -0.77 7.03
C -1.33 -0.12 3.92
H -4.01 4.93 -0.56
C -1.53 -4.80 -2.95
C 5.79 11.98 1.51
C 3.01 4.69 1.15
H -2.40 -7.98 -2.22
H -0.54 -6.68 -3.20
H -8.54 -5.93 1.95
H 4.70 -3.54 -3.64
H 5.10 12.80 1.42
H -2.24 -2.01 4.33
C 7.35 -10.22 -4.45
C -5.44 6.44 -0.05
C -3.72 -4.88 -1.96
C 0.40 0.58 5.43
H -5.71 3.15 -0.77
H -4.61 -4.38 -1.62
C 3.99 -4.36 0.07
H 3.89 -1.77 -2.12
C 7.86 10.92 0.90
N -0.86 1.19 -0.57
C -2.67 -4.15 -2.51
N -4.99 -0.73 0.11
C 4.28 4.16 0.93
H 4.59 -6.36 -0.42
C 5.75 -9.00 -3.14
C 0.18 -1.06 -0.36
H 3.79 -4.59 1.10
H 4.39 3.11 0.68
O 0.16 2.95 0.88
C -0.38 0.82 4.31
C 4.50 -3.77 -2.60
O -3.50 -0.74 -1.50
F 0.46 3.09 -1.50
H 4.64 -9.42 -6.31
H 1.14 1.31 5.73
H 6.13 6.94 1.49
C 6.39 9.86 2.48
C -7.44 -4.14 1.55
H 2.14 4.06 1.05
C -8.32 -2.12 2.53
C 5.40 4.97 1.05
C -5.06 5.15 -0.39
H 3.96 -8.40 -4.16
H -1.94 0.07 3.04
C -1.50 -1.29 4.64
H -6.55 -2.19 1.31
C -9.44 -4.22 2.88
H -1.55 2.68 -3.04
C -9.35 -2.85 3.09
H -0.71 -4.23 -3.37
H -7.08 7.74 0.44
C -7.36 -2.76 1.76
C 2.87 6.03 1.48
H 0.09 0.42 1.16
C -1.03 0.80 -2.00
C 6.51 -10.14 -5.55
C -2.48 -6.91 -2.30
H -10.10 -2.35 3.70
H 5.05 -5.84 -2.79
H 1.06 -1.45 -0.89
N -4.90 0.56 -0.40
H 8.30 -10.73 -4.53
C 4.44 -5.36 -0.79
H -8.78 5.96 0.22
C 0.23 0.39 0.08
C 4.91 -8.91 -4.24
H -8.25 -1.06 2.69
C 6.98 11.98 0.79
H -0.85 -2.43 6.34
H 3.44 -2.30 0.26
C -8.48 -4.86 2.11
S -3.66 1.87 -2.34
C -7.35 4.44 -0.29
H 6.39 4.56 0.88
C 3.99 6.84 1.61
C -0.72 -1.52 5.76
C 0.24 -0.59 6.16
H -1.55 -1.39 0.31
C -4.02 0.50 -1.35
C 4.04 -2.78 -1.74
O -1.71 3.57 -0.61
N -0.78 -1.86 -0.18
C 6.97 -9.65 -3.24
C 5.26 6.31 1.39
H 8.27 9.03 1.84
H -0.25 1.73 3.74
H 4.57 10.91 2.92
C -4.15 -1.44 -0.54
H 8.79 10.92 0.33
H 7.21 12.80 0.13
C -7.74 5.73 0.05
S -0.56 2.80 -0.33
C -3.62 -6.26 -1.86
H -4.02 -2.50 -0.37
H 5.45 -8.56 -2.20
H 6.16 9.03 3.14
C -1.93 1.67 -2.87
H -8.09 3.66 -0.38
H -0.05 0.74 -2.48
H -1.94 1.19 -3.85
C 3.79 -3.07 -0.41
H -4.70 7.22 0.04
H 3.88 7.88 1.87
C 5.29 -9.49 -5.45
H -10.25 -4.79 3.32
H 6.80 -10.59 -6.49
C -6.01 4.15 -0.51
H 1.88 6.44 1.64
C 4.69 -5.06 -2.12
C -1.43 -6.18 -2.85
H -1.45 -0.19 -2.02
C 5.50 10.91 2.36
H 1.20 0.80 -0.19
C -6.78 6.73 0.17
C 7.57 9.86 1.75
H -2.74 -3.07 -2.59
*
```

[10]
This record from the OMol25 dataset describes the molecule C3H5NOS at a distorted geometry. The level of theory is the ωB97M-V functional and the def2-TZVPD basis.

## Properties
energy above the lowest of the compared OMol25 structures with the same formula, charge and spin: 123.96 kJ/mol
orbital gap: 0.336 Eh
SMILES: CC1=NSCO1
E_LUMO: 0.78 eV

Geometry as ORCA input:
```
! RIJCOSX wB97M-V def2-TZVPD def2/J DEFGRID3
* xyz 0 1
H -2.15 -0.11 0.96
O 0.15 0.93 0.01
H 2.01 1.41 0.89
H 2.05 1.38 -0.96
H -2.05 -1.53 -0.09
S 2.17 -0.84 0.03
H -2.26 0.05 -0.80
C 1.66 0.93 -0.01
C -1.75 -0.48 0.03
N 0.47 -1.38 -0.04
C -0.30 -0.35 -0.02
*
```

[11]
This record from the OMol25 dataset describes a cluster of 2 separate species, C5H5F2N2 in total at a distorted geometry. The level of theory is the ωB97M-V functional and the def2-TZVPD basis.

## Properties
orbital gap: 0.245 Eh
E_LUMO: 3.03 eV

Geometry as ORCA input:
```
! RIJCOSX wB97M-V def2-TZVPD def2/J DEFGRID3
* xyz -1 1
C -2.30 -2.63 0.73
N -3.37 -3.06 0.73
H -1.72 -0.12 1.39
C -0.95 -2.08 0.82
H 0.04 -0.17 0.97
N 2.44 -2.01 0.16
H -0.40 -2.25 -1.29
F -0.14 -4.09 -0.20
C -0.96 -0.54 0.72
H -0.56 -2.36 1.88
H -1.19 -0.26 -0.32
F 0.16 0.36 3.87
C 1.35 -2.33 -0.01
C -0.05 -2.69 -0.26
*
```

[12]
This record from the OMol25 dataset describes a cluster of 2 separate species, C7H12O4Si in total at a distorted geometry. The level of theory is the ωB97M-V functional and the def2-TZVPD basis.

## Properties
energy above the lowest of the compared OMol25 structures with the same formula, charge and spin: 227.99 kJ/mol
orbital gap (alpha / beta): 0.217 / 0.217 Eh
E_LUMO (alpha / beta): 5.65 / 5.65 eV

Geometry as ORCA input:
```
! RIJCOSX wB97M-V def2-TZVPD def2/J DEFGRID3
* xyz -2 1
O 1.96 2.32 -0.38
H -2.12 2.18 -0.70
H -3.46 1.19 -0.20
H -1.32 0.35 -2.32
C -2.48 1.43 0.07
H 3.29 -0.11 -0.12
H -1.58 -1.51 -2.06
C -2.15 -1.05 1.33
Si -1.11 0.00 -0.01
H -3.16 -0.67 1.29
H -2.80 -0.34 -1.59
C 1.57 -1.27 0.24
C 2.18 -0.05 -0.10
C 5.00 0.02 0.01
H -2.67 2.13 1.01
H 4.91 -0.61 0.86
C 1.54 1.18 -0.21
C -1.68 -0.53 -1.75
O 0.11 1.14 -0.21
H -1.68 -1.04 2.39
O 2.29 -2.23 0.58
H -1.94 -2.10 1.13
H 5.06 0.98 0.50
O 0.24 -1.43 0.25
*
```

[13]
This record from the OMol25 dataset describes the molecule C5H7NOS at a distorted geometry. The level of theory is the ωB97M-V functional and the def2-TZVPD basis.

## Properties
energy above the lowest of the compared OMol25 structures with the same formula, charge and spin: 249.47 kJ/mol
orbital gap: 0.320 Eh
SMILES: S=C1NCC=CCO1
E_LUMO: 0.56 eV

Geometry as ORCA input:
```
! RIJCOSX wB97M-V def2-TZVPD def2/J DEFGRID3
* xyz 0 1
H -0.69 1.13 2.31
C -1.48 -0.96 -0.16
O -1.51 -0.18 0.97
H 1.45 1.64 -1.30
H -0.60 -1.57 -1.82
C -0.25 0.45 1.55
H 0.68 2.52 0.88
C 0.95 0.99 -0.50
H 1.30 -0.68 -1.99
N -0.35 -1.12 -1.00
S -2.95 -1.80 -0.48
H 1.59 -1.08 -0.29
C 0.50 1.40 0.62
C 0.94 -0.44 -0.99
H 0.42 -0.30 2.20
*
```